A molecular structure, C25H24BClF4N3O10V. Source: the OMol25 dataset; level of theory: ωB97M-V/def2-TZVPD.

Structure (XYZ):
```
69
Properties=species:S:1:pos:R:3:forces:R:3:lowdin_spin:R:1
V 0.137878 0.241128 0.643969 0.342 -0.238 -0.184 1.9387
O 3.757954 -1.698752 0.526228 -0.055 0.090 -0.027 0.0328
C 2.504959 -1.291256 0.188332 0.070 -0.141 0.043 0.1282
O 2.076841 -0.221764 0.776937 0.072 0.100 0.011 0.0836
C 1.751948 -2.025412 -0.681928 -0.018 -0.013 0.038 0.0471
C 1.984892 -3.315744 -1.216414 -0.089 0.040 0.005 0.2403
C 0.901302 -4.058365 -1.696285 0.098 -0.068 -0.032 -0.0009
C -0.403221 -3.631910 -1.495157 -0.007 0.068 0.016 0.2463
C -0.606175 -2.356054 -0.861632 -0.043 0.014 0.021 0.0336
N 0.480314 -1.379470 -1.001898 0.145 0.012 -0.057 -0.0050
C -1.522758 -1.991965 0.073408 0.038 -0.020 -0.031 0.0896
O -2.572519 -2.780324 0.429772 0.010 0.010 -0.007 0.0253
O -1.424934 -0.900339 0.755246 -0.368 0.013 -0.054 0.0536
H 4.162851 -0.934203 0.956462 0.012 -0.021 0.027 0.0009
H 2.981570 -3.733812 -1.190184 0.012 0.014 0.000 0.0171
H 1.085045 -5.013067 -2.174630 -0.014 0.006 0.001 -0.0070
H -1.241373 -4.254635 -1.789468 0.004 -0.014 0.007 0.0203
H -2.475461 -3.615390 -0.045240 -0.011 0.001 0.002 0.0028
C 0.628365 -2.937548 2.623808 0.018 -0.006 0.006 0.0013
C 1.147959 -1.619254 3.169248 -0.023 0.043 -0.024 0.0013
N 0.287459 -0.453982 2.871417 -0.005 0.005 0.074 -0.0082
C -1.060254 -0.624885 3.469251 -0.014 0.036 -0.040 0.0006
C -1.107519 -0.739979 4.988510 0.021 -0.005 0.014 -0.0004
C 0.955325 0.759630 3.377399 0.016 -0.002 -0.035 0.0029
C 0.113455 1.989481 3.091780 -0.011 -0.040 -0.020 0.0042
N -0.433466 1.854942 1.750398 0.071 0.057 0.100 0.0037
C -1.204531 2.849316 1.250194 -0.080 0.020 -0.139 0.0006
C -1.844751 2.646803 0.004183 0.092 -0.029 0.110 0.0044
F -1.663488 1.449863 -0.599383 -0.083 0.028 0.115 0.0106
C -2.641346 3.576137 -0.607755 -0.053 0.072 -0.019 0.0004
F -3.197745 3.276616 -1.795247 0.011 -0.016 0.002 -0.0004
C -2.896640 4.808971 -0.028937 0.026 -0.044 -0.003 0.0063
C -2.303725 5.033408 1.192797 -0.002 -0.001 0.011 -0.0002
F -2.507181 6.213294 1.814787 0.004 -0.009 0.010 -0.0006
C -1.493572 4.105834 1.821532 0.004 0.020 -0.005 0.0038
F -0.969750 4.472810 3.017945 0.006 -0.013 -0.008 0.0010
H 1.398210 -3.699545 2.756198 -0.009 -0.009 -0.005 0.0002
H 0.415889 -2.871214 1.556361 0.010 -0.005 0.016 0.0003
H -0.271118 -3.278674 3.138139 -0.010 0.007 0.002 0.0002
H 2.123496 -1.406089 2.739849 0.005 0.008 0.005 0.0002
H 1.288460 -1.688473 4.255936 0.007 -0.010 -0.004 -0.0005
H -1.506257 -1.502841 3.012646 -0.001 0.002 0.008 0.0001
H -1.667873 0.213093 3.133926 0.000 -0.004 -0.001 -0.0001
H -0.592058 -1.629142 5.355320 -0.003 0.004 0.008 0.0000
H -2.151113 -0.817387 5.296945 -0.005 -0.009 -0.005 0.0001
H -0.685445 0.131330 5.491539 0.003 0.002 -0.004 0.0000
H 1.907922 0.830495 2.850857 -0.009 0.003 0.001 0.0007
H 1.174158 0.679285 4.449321 -0.014 0.010 0.006 0.0000
H 0.750322 2.871507 3.194080 0.026 -0.017 0.023 0.0003
H -0.679916 2.084958 3.844121 -0.021 0.021 -0.017 0.0005
H -3.514413 5.551019 -0.509289 -0.004 -0.003 -0.006 0.0005
O -0.492442 0.113791 -2.742175 0.043 -0.040 -0.008 0.0005
B 0.442130 -0.852981 -2.377873 -0.181 0.052 0.083 0.0003
O 1.085087 -1.381802 -3.491429 0.072 -0.037 0.002 0.0012
C 0.616298 -0.646882 -4.544433 -0.051 0.013 0.008 0.0003
C 0.963908 -0.729004 -5.871985 0.013 0.005 0.001 0.0000
C 0.314769 0.144057 -6.746889 -0.013 0.010 0.014 0.0001
C -0.636327 1.049850 -6.291986 0.012 -0.012 -0.018 -0.0001
C -0.983987 1.122119 -4.942499 0.000 0.005 0.040 0.0001
C -0.339537 0.256058 -4.092127 0.028 -0.022 -0.065 0.0000
H 1.709944 -1.433804 -6.212717 0.002 0.000 0.009 0.0000
H 0.562802 0.117764 -7.800314 0.000 0.002 0.000 0.0000
H -1.112866 1.718143 -6.997651 -0.002 0.001 0.003 0.0000
H -1.712381 1.827797 -4.567298 -0.005 0.006 -0.008 0.0000
O 3.181715 2.336700 -0.726308 -0.099 0.023 -0.055 0.0008
Cl 2.067021 1.912520 -1.514402 0.306 0.272 -0.112 0.0025
O 2.333081 0.622386 -2.098533 -0.036 -0.099 -0.106 0.0036
O 1.735417 2.871797 -2.519398 0.062 -0.094 0.086 0.0006
O 0.887414 1.783074 -0.637343 -0.321 -0.059 0.171 0.0088
```
Forces are in eV/Å.

For the HOMO energy (alpha / beta), the calculation gives -3.07 / -4.72 eV. Its expectation value of S² is 3.804. As for the multiplicity: 4. The calculation puts the LUMO energy (alpha / beta) at 0.0903 / 0.0901 Eh. Its charge is -1. The calculation puts the orbital gap (alpha / beta) at 5.5 / 7.2 eV. The calculation puts the relative energy (zero: lowest compared OMol25 entry of this formula, charge and spin) at 8.8 kJ/mol.